# 1
9
Properties=species:S:1:pos:R:3:lowdin_charge:R:1 method="wB97M-V/def2-TZVPD" homo_ev=-10.0 smiles="CNC(=O)F" homo_lumo_gap_ev=10.846 lumo_ev=0.837 relative_energy_kj_mol=149.8
C -1.200 -0.156 0.292 -0.129
N 0.187 -0.576 -0.034 -0.006
C 1.302 0.523 -0.626 -0.414
O 1.127 1.568 -1.114 0.165
F 2.525 -0.019 -0.470 0.094
H -1.226 0.381 1.297 0.079
H -1.715 0.501 -0.402 0.064
H -1.746 -1.235 0.461 0.127
H 0.745 -0.987 0.598 0.019

# 2
10
Properties=species:S:1:pos:R:3:lowdin_charge:R:1 method="wB97M-V/def2-TZVPD" homo_ev=-8.6 homo_lumo_gap_ev=8.937 lumo_ev=0.332 relative_energy_kj_mol=273.6
C -0.191 3.002 0.724 -0.366
C 0.879 -0.415 0.623 -0.080
N 0.281 -1.156 -0.220 -0.495
O -0.879 3.861 1.063 0.149
F -0.409 2.366 -0.437 0.042
S -1.189 -2.108 -0.072 0.697
H 0.419 -0.367 1.606 -0.010
H 0.742 2.546 1.182 0.147
H 0.488 -1.328 -1.155 0.022
H -1.041 -2.223 1.309 -0.107

# 3
10
Properties=species:S:1:pos:R:3:lowdin_charge:R:1 method="wB97M-V/def2-TZVPD" homo_ev=-8.9 smiles="ONC(=S)CF" homo_lumo_gap_ev=9.760 lumo_ev=0.823 relative_energy_kj_mol=120.4
O 1.342 1.806 -0.029 0.009
N 0.285 0.981 -0.025 -0.082
C 0.369 -0.304 -0.047 -0.842
S 1.754 -1.157 -0.040 0.677
C -1.030 -0.945 0.009 -0.190
F -1.956 0.044 -0.090 -0.037
H 2.107 1.196 -0.117 0.051
H -0.589 1.457 0.135 0.166
H -1.138 -1.391 0.994 0.123
H -1.143 -1.687 -0.788 0.126

# 4
11
Properties=species:S:1:pos:R:3:lowdin_charge:R:1 method="wB97M-V/def2-TZVPD" homo_ev=-4.6 total_charge=-1 homo_lumo_gap_ev=8.574 lumo_ev=4.004 relative_energy_kj_mol=93.9
C 1.257 -0.220 -0.862 -0.037
C 0.351 0.552 0.249 -0.558
O -1.550 -1.504 0.208 -0.522
O -2.594 0.151 1.784 -0.525
O -0.864 1.015 -0.315 -0.343
F 1.047 1.605 0.745 -0.018
S -2.284 -0.257 0.391 0.741
H 0.612 -0.422 -1.679 0.041
H 1.696 -1.046 -0.314 0.048
H 2.134 0.396 -1.211 0.065
H 0.195 -0.270 1.004 0.106

# 5
9
Properties=species:S:1:pos:R:3:mulliken_spin:R:1 method="wB97M-V/def2-TZVPD" homo_ev="-17.9 / -16.8" total_charge=+2 spin_multiplicity=8 homo_lumo_gap_ev="8.391 / 8.666" lumo_ev="-9.498 / -8.117" s2=16.78
C 1.336 -0.328 0.579 -0.093
H 1.932 -1.213 0.846 -0.005
C 0.953 0.556 1.537 0.039
H 1.249 0.405 2.575 0.017
H 0.542 1.541 1.273 0.062
O 0.859 -0.280 -0.666 -0.011
Li 1.982 -0.595 -2.159 0.075
Gd -1.373 -0.084 0.023 5.922
H 3.695 -0.886 -1.869 0.993

# 6
11
Properties=species:S:1:pos:R:3:mulliken_spin:R:1 method="wB97M-V/def2-TZVPD" homo_ev="-7.2 / -8.8" spin_multiplicity=3 homo_lumo_gap_ev="7.174 / 5.845" lumo_ev="0.008 / -3.001" s2=2.01 relative_energy_kj_mol=0.0
C 0.177 -0.390 -0.123 0.078
C -0.920 0.629 0.186 0.013
N -0.746 1.502 1.065 0.004
N 1.473 0.194 -0.078 0.004
O 0.080 -0.897 -1.428 0.452
I -1.300 -2.254 -1.784 1.454
I 3.107 -1.004 0.022 0.007
H 0.030 -1.218 0.613 -0.019
H -1.848 0.418 -0.362 0.001
H -1.554 2.085 1.270 0.004
H 1.501 0.935 0.618 0.003

# 7
9
Properties=species:S:1:pos:R:3:lowdin_charge:R:1 method="wB97M-V/def2-TZVPD" homo_ev=-9.7 smiles="CC(=O)I.I" homo_lumo_gap_ev=10.196 lumo_ev=0.491 relative_energy_kj_mol=31.4
C -0.962 -1.126 0.312 -0.153
C -0.699 0.362 0.154 -0.915
O 0.157 1.028 0.609 -0.050
I -2.263 1.200 -1.103 0.724
H -1.952 -1.524 0.804 0.116
H -0.871 -1.550 -0.777 0.107
H -0.151 -1.414 1.020 0.080
I 2.990 1.469 -1.165 0.505
H 3.751 1.556 0.146 -0.413

# 8
9
Properties=species:S:1:pos:R:3:lowdin_charge:R:1 method="wB97M-V/def2-TZVPD" homo_ev=-9.2 homo_lumo_gap_ev=8.397 lumo_ev=-0.802 relative_energy_kj_mol=144.8
C 1.122 -0.660 -0.925 -0.622
C -1.908 -0.318 0.792 -1.230
S 2.470 -1.555 -0.903 0.617
I -3.886 0.070 -0.150 0.579
I -2.016 -0.488 2.872 0.733
H 0.748 -0.019 -0.113 -0.021
H 0.387 -0.563 -1.798 0.038
H -1.212 0.432 0.184 0.004
H -1.602 -1.127 0.211 -0.098

# 9
10
Properties=species:S:1:pos:R:3:lowdin_charge:R:1 method="wB97M-V/def2-TZVPD" homo_ev=-9.4 homo_lumo_gap_ev=9.185 lumo_ev=-0.222
I -2.264 0.474 1.127 0.670
I -2.470 -2.466 -0.879 0.663
C -1.918 -0.428 -0.754 -1.254
H -2.480 0.136 -1.524 -0.027
H -0.840 -0.341 -0.993 -0.088
I 1.844 1.751 -0.990 0.679
I 1.954 -1.489 0.494 0.685
C 2.014 0.606 0.780 -1.243
H 2.969 0.866 1.276 -0.031
H 1.191 0.891 1.463 -0.054

# 10
9
Properties=species:S:1:pos:R:3:mulliken_spin:R:1 method="wB97M-V/def2-TZVPD" homo_ev="-6.3 / -9.4" spin_multiplicity=3 homo_lumo_gap_ev="7.053 / 7.000" lumo_ev="0.733 / -2.369" s2=2.01 relative_energy_kj_mol=100.9
C 0.296 -0.257 0.201 -0.010
C 0.618 -0.226 -1.021 0.004
N -0.200 -0.438 1.309 0.006
O -2.647 1.302 0.705 0.454
I -3.554 -0.080 -0.216 1.574
H 0.801 0.624 -1.665 0.002
H 0.527 -1.176 -1.513 -0.001
H 0.261 -0.504 2.258 -0.002
H -1.741 0.957 0.579 -0.029

# 11
9
Properties=species:S:1:pos:R:3:lowdin_charge:R:1 method="wB97M-V/def2-TZVPD" homo_ev=-8.5 smiles="CNC(=S)I" homo_lumo_gap_ev=8.564 lumo_ev=0.069 relative_energy_kj_mol=22.2
C 1.139 -0.077 0.188 -0.167
N -0.125 0.576 0.044 -0.172
C -1.204 -0.213 -0.200 -1.257
S -1.062 -1.856 -0.567 0.537
I -3.178 0.676 -0.143 0.715
H 0.897 -1.086 0.568 0.028
H 1.778 -0.122 -0.742 0.105
H 1.752 0.543 0.885 0.093
H 0.004 1.559 -0.033 0.118

# 12
9
Properties=species:S:1:pos:R:3:lowdin_charge:R:1 method="wB97M-V/def2-TZVPD" homo_ev=-5.1 homo_lumo_gap_ev=4.506 lumo_ev=-0.601 relative_energy_kj_mol=133.2
C 1.164 -0.364 0.829 -0.615
H 1.541 -0.122 1.825 0.065
C 1.763 0.433 -0.295 -0.254
H 2.504 1.149 0.048 -0.034
H 2.009 -0.159 -1.171 -0.033
O -0.167 -0.289 0.669 -0.645
Li -0.657 -2.284 0.381 0.683
K -0.735 1.395 -1.047 0.802
H 1.043 -1.752 0.764 0.030

# 13
10
Properties=species:S:1:pos:R:3:lowdin_charge:R:1 method="wB97M-V/def2-TZVPD" homo_ev=-11.3 total_charge=+1 homo_lumo_gap_ev=6.499 lumo_ev=-4.788 relative_energy_kj_mol=332.9
O -0.960 -0.947 0.091 -0.592
C -1.782 0.129 -0.172 -0.297
C -1.027 1.422 -0.207 -0.153
O 0.192 1.467 -0.115 -0.077
H -2.584 0.238 0.584 0.150
H -2.303 0.052 -1.147 0.149
H -1.596 2.337 -0.448 0.158
Mg 1.240 -0.330 0.311 0.912
Li -0.200 -2.507 -0.535 0.609
H -0.290 -1.364 1.358 0.141

# 14
10
Properties=species:S:1:pos:R:3:mulliken_spin:R:1 method="wB97M-V/def2-TZVPD" homo_ev="-7.9 / -7.9" spin_multiplicity=5 homo_lumo_gap_ev="7.698 / 4.690" lumo_ev="-0.205 / -3.217" s2=6.02
O -0.590 2.606 0.542 0.010
H -0.787 3.014 -0.299 -0.001
C -0.647 -0.761 -0.996 0.198
C -0.065 -1.208 0.142 -0.084
O 0.823 -0.554 0.885 0.101
H -0.220 0.084 -1.549 0.000
H -1.458 -1.335 -1.446 0.000
H -0.199 -2.266 0.421 0.005
Rh 2.776 -0.878 1.071 3.736
Li 0.368 1.297 1.229 0.033

# 15
7
Properties=species:S:1:pos:R:3:mulliken_spin:R:1 method="wB97M-V/def2-TZVPD" homo_ev="-0.9 / -0.7" total_charge=-1 spin_multiplicity=2 homo_lumo_gap_ev="4.422 / 3.767" lumo_ev="3.509 / 3.023" s2=0.76 relative_energy_kj_mol=0.0
C -0.569 0.243 0.058 0.011
C 0.640 -0.508 -0.163 0.295
H -0.558 1.300 -0.264 0.009
H -1.501 -0.187 -0.356 0.001
H 0.413 -1.589 -0.254 0.037
Mg 2.624 0.316 -0.396 0.649
H -1.049 0.425 1.374 -0.002

# 16
7
Properties=species:S:1:pos:R:3:lowdin_charge:R:1 method="wB97M-V/def2-TZVPD" homo_ev=-17.3 total_charge=+1 homo_lumo_gap_ev=7.970 lumo_ev=-9.326 relative_energy_kj_mol=285.8
C -0.719 0.823 2.434 -0.017
C 0.753 -0.720 -1.010 0.592
N -0.375 0.280 1.510 0.052
H -0.948 1.398 3.368 0.113
H 1.287 -1.294 -1.781 0.109
H 1.205 0.114 -0.592 0.037
H -0.195 -0.958 -0.332 0.115

# 17
8
Properties=species:S:1:pos:R:3:lowdin_charge:R:1 method="wB97M-V/def2-TZVPD" homo_ev=-9.6 smiles="C=NN=C" homo_lumo_gap_ev=10.333 lumo_ev=0.732 relative_energy_kj_mol=256.2
C -1.425 0.038 0.087 -0.036
N -0.545 -0.898 -0.240 -0.125
N 0.657 -0.932 0.223 -0.085
C 1.414 0.116 -0.097 -0.023
H -2.486 0.027 -0.339 0.076
H -1.223 0.811 0.888 0.074
H 1.164 0.779 -0.884 0.046
H 2.443 0.057 0.364 0.073

# 18
9
Properties=species:S:1:pos:R:3:lowdin_charge:R:1 method="wB97M-V/def2-TZVPD" homo_ev="-7.0 / -7.0" homo_lumo_gap_ev="7.684 / 7.840" lumo_ev="0.710 / 0.829" relative_energy_kj_mol=470.1
C 3.041 -0.025 0.417 -0.079
C -0.664 -0.060 -0.649 -0.095
N 0.875 -0.077 1.138 0.098
N 0.579 0.161 0.038 -0.231
O 2.746 0.271 -0.673 0.013
H 3.839 -0.431 0.946 0.048
H -0.611 -0.975 -1.161 0.049
H -0.939 0.792 -1.372 0.112
H -1.370 -0.390 0.169 0.084

# 19
9
Properties=species:S:1:pos:R:3:lowdin_charge:R:1 method="wB97M-V/def2-TZVPD" homo_ev=-9.6 smiles="C=NNC=O" homo_lumo_gap_ev=10.287 lumo_ev=0.719 relative_energy_kj_mol=245.1
C -1.324 -0.796 0.068 -0.061
N -1.304 0.466 -0.123 -0.017
N 0.041 1.032 -0.003 -0.036
C 1.229 0.307 0.091 -0.229
O 1.246 -0.990 -0.087 -0.114
H -2.419 -1.097 0.153 0.084
H -0.388 -1.482 0.252 0.093
H 0.118 2.119 0.195 0.182
H 2.128 0.831 0.025 0.096

# 20
9
Properties=species:S:1:pos:R:3:lowdin_charge:R:1 method="wB97M-V/def2-TZVPD" homo_ev="-8.3 / -8.3" homo_lumo_gap_ev="8.078 / 8.078" lumo_ev="-0.174 / -0.174" relative_energy_kj_mol=443.4
C -0.881 -0.731 -0.124 -0.020
C 0.555 -0.476 0.207 -0.431
N 0.946 1.009 0.162 -0.098
N 0.167 1.906 -0.263 0.050
O 1.388 -1.252 0.561 0.115
H 1.505 1.976 0.056 0.149
H -1.371 -1.161 0.750 0.093
H -0.929 -1.463 -0.931 0.092
H -1.381 0.193 -0.418 0.051